The following is a DFT calculation (wB97M-V/def2-TZVPD) of a 2-piece molecular cluster, C5H3N overall at a distorted geometry.

Geometry as XYZ:
```
9
Properties=species:S:1:pos:R:3:lowdin_charge:R:1
C -0.185 -0.414 -0.053 -0.16
C -1.365 -0.286 0.091 0.22
C -4.603 0.384 -0.033 -0.12
C 2.037 0.480 0.002 0.04
C 1.222 -0.566 -0.020 -0.20
N -3.451 0.144 0.010 -0.04
H 3.105 0.353 0.021 0.06
H 1.664 1.491 -0.001 0.07
H 1.578 -1.586 -0.017 0.11
```

largest force on an atom: 5.7 eV/Å
total charge: 0
HOMO (spin up / spin down): -10.398 / -10.397 eV
electronic energy: -246.764456 Ha
LUMO level (spin up / spin down): -3.2141 / -3.2122 eV
orbital gap (spin up / spin down): 7.2 / 7.2 eV


The following is a DFT calculation (wB97M-V/def2-TZVPD) of a 2-piece molecular cluster, C5H3N overall at a distorted geometry.

Geometry as XYZ:
```
9
Properties=species:S:1:pos:R:3:lowdin_charge:R:1
C -2.709 0.744 -0.210 -0.04
C 3.542 -0.650 -0.080 0.15
C 0.247 0.840 -0.215 0.11
C -3.147 -0.268 0.390 0.01
C 2.406 -0.275 0.038 -0.19
N 1.187 0.204 -0.105 -0.01
H -2.167 1.623 -0.276 -0.05
H 4.449 -1.183 -0.194 0.03
H -3.806 -1.035 0.651 -0.01
```

largest force on an atom: 6.2 eV/Å
total charge: 0
HOMO: -10.046 eV
electronic energy: -246.848336 Ha
LUMO level: 0.7387 eV
orbital gap: 10.8 eV


The following is a DFT calculation (wB97M-V/def2-TZVPD) of one molecule with the formula C5H3N3 at a distorted geometry.

Geometry as XYZ:
```
11
Properties=species:S:1:pos:R:3:lowdin_charge:R:1
C -2.939 -0.392 0.031 0.15
C -1.740 -0.256 0.005 -0.07
C -0.286 -0.294 -0.094 -0.27
C 0.406 0.912 -0.081 0.01
C 1.775 0.705 -0.010 -0.16
N 2.346 -0.449 0.083 0.02
N 1.619 -1.593 0.019 -0.01
N 0.345 -1.529 -0.111 0.06
H -3.978 -0.431 0.155 0.02
H -0.101 1.845 0.050 0.11
H 2.553 1.482 -0.048 0.12
```

SMILES: C#Cc1ccnnn1
largest force on an atom: 2.4 eV/Å
total charge: 0
HOMO: -10.116 eV
electronic energy: -356.452015 Ha
LUMO level: -0.4406 eV
orbital gap: 9.7 eV


The following is a DFT calculation (wB97M-V/def2-TZVPD) of an isolated ion of composition C5H3N4O5 and charge -1 at a distorted geometry.

Geometry as XYZ:
```
17
Properties=species:S:1:pos:R:3:lowdin_charge:R:1
O 2.498 -0.487 -1.773 -0.01
C 1.783 0.436 -2.190 -0.77
O 1.588 0.943 -3.272 0.01
C 1.020 0.869 -0.903 -0.03
N 1.807 2.008 -0.053 0.03
O 1.488 1.946 1.304 -0.17
N 0.104 0.030 -0.360 0.00
C -0.473 -0.982 -1.104 -0.10
N -1.412 -1.597 -0.462 0.15
C -1.476 -0.981 0.756 -0.24
N -2.408 -1.349 1.726 -0.37
O -2.384 -0.738 2.790 0.04
O -3.198 -2.245 1.480 0.06
C -0.531 0.029 0.839 0.06
H 2.051 2.626 1.691 0.08
H -0.157 -1.214 -2.100 0.14
H -0.298 0.705 1.632 0.11
```

SMILES: O=C([O-])/C(=N/O)n1cnc([N+](=O)[O-])c1
largest force on an atom: 9.0 eV/Å
total charge: -1
HOMO (spin up / spin down): -5.117 / -4.490 eV
electronic energy: -787.423717 Ha
LUMO level (spin up / spin down): 2.3089 / 2.3516 eV
orbital gap (spin up / spin down): 7.4 / 6.8 eV


The following is a DFT calculation (wB97M-V/def2-TZVPD) of C5H3N5O3S2 as an isolated structure at a distorted geometry.

Geometry as XYZ:
```
18
Properties=species:S:1:pos:R:3:lowdin_charge:R:1
C -0.420 2.398 -0.298 -0.20
C -1.177 0.426 0.070 -0.26
C -0.220 0.876 1.098 -0.29
C -1.449 -0.974 0.100 -0.31
C 0.729 -1.179 0.748 -0.51
N -0.093 2.230 0.952 0.16
N 0.750 0.044 1.385 0.21
N -0.422 -1.734 0.411 0.23
N -1.012 1.288 -0.925 0.01
N -2.653 -1.550 -0.052 0.22
O 3.429 -1.036 -1.512 -0.32
O 3.145 0.704 0.296 -0.32
O 1.921 -1.589 0.461 -0.08
S 1.063 0.386 -1.729 0.65
S 2.621 -0.358 -0.557 0.43
H -0.263 3.378 -0.844 0.15
H -3.386 -0.881 0.000 0.12
H -2.564 -2.427 0.395 0.11
```

largest force on an atom: 3.8 eV/Å
total charge: 0
HOMO (spin up / spin down): -9.362 / -8.809 eV
electronic energy: -1488.039549 Ha
LUMO level (spin up / spin down): -2.6179 / -2.6480 eV
orbital gap (spin up / spin down): 6.7 / 6.2 eV


The following is a DFT calculation (wB97M-V/def2-TZVPD) of one molecule with the formula C5H3NO at a distorted geometry.

Geometry as XYZ:
```
10
Properties=species:S:1:pos:R:3:lowdin_charge:R:1
C 2.480 -0.087 0.325 0.12
C 1.335 -0.317 0.030 -0.13
C -0.025 -0.697 -0.380 -0.13
C -1.241 -0.015 0.243 -0.39
O -2.107 -0.656 0.751 0.15
C -1.525 1.447 0.079 -0.10
N -2.055 2.468 -0.038 0.17
H 3.486 0.158 0.608 0.04
H -0.122 -0.583 -1.468 0.14
H -0.204 -1.752 -0.150 0.13
```

SMILES: C#CCC(=O)C#N
largest force on an atom: 1.0 eV/Å
total charge: 0
HOMO: -10.763 eV
electronic energy: -322.218536 Ha
LUMO level: -0.4717 eV
orbital gap: 10.3 eV


The following is a DFT calculation (wB97M-V/def2-TZVPD) of one molecule with the formula C5H3NO.

Geometry as XYZ:
```
10
Properties=species:S:1:pos:R:3:lowdin_charge:R:1
C 1.549 0.783 -0.155 0.11
C 1.155 -0.404 0.178 -0.04
C 0.002 -0.886 0.714 -0.03
C 0.046 0.757 0.321 -0.28
O -0.970 0.878 -0.621 -0.07
N -1.595 -0.354 -0.914 0.08
C -1.040 -1.285 -0.231 -0.15
H 2.382 1.466 -0.190 0.11
H -0.101 1.337 1.231 0.17
H -1.428 -2.292 -0.333 0.12
```

largest force on an atom: 0.6 eV/Å
total charge: 0
HOMO: -8.510 eV
electronic energy: -322.061637 Ha
LUMO level: 0.6418 eV
orbital gap: 9.2 eV


The following is a DFT calculation (wB97M-V/def2-TZVPD) of one molecule with the formula C5H3NO at a distorted geometry.

Geometry as XYZ:
```
10
Properties=species:S:1:pos:R:3:lowdin_charge:R:1
N -2.531 2.252 0.303 0.15
C -2.100 1.201 0.082 -0.23
C -1.462 -0.078 0.112 -0.06
C -0.200 0.005 0.447 0.00
C 1.103 0.058 0.470 -0.02
C 1.695 -0.731 -0.652 -0.26
O 1.020 -1.334 -1.454 0.05
H -2.016 -1.010 0.046 0.13
H 1.701 0.476 1.274 0.11
H 2.790 -0.839 -0.626 0.12
```

SMILES: N#CC=C=CC=O
largest force on an atom: 1.2 eV/Å
total charge: 0
HOMO: -10.166 eV
electronic energy: -322.215079 Ha
LUMO level: -0.6415 eV
orbital gap: 9.5 eV


The following is a DFT calculation (wB97M-V/def2-TZVPD) of one molecule with the formula C5H3NO at a distorted geometry.

Geometry as XYZ:
```
10
Properties=species:S:1:pos:R:3:lowdin_charge:R:1
C -2.110 0.728 -0.141 0.13
C -1.004 0.582 0.307 -0.15
C 0.347 0.384 0.825 -0.13
C 1.132 -0.708 0.116 -0.38
O 2.032 -1.315 0.636 0.14
C 0.783 -0.971 -1.300 -0.11
N 0.554 -1.181 -2.414 0.19
H -3.093 0.853 -0.540 0.04
H 0.933 1.305 0.713 0.14
H 0.344 0.137 1.892 0.13
```

SMILES: C#CCC(=O)C#N
largest force on an atom: 1.1 eV/Å
total charge: 0
HOMO: -10.761 eV
electronic energy: -322.226185 Ha
LUMO level: -0.5660 eV
orbital gap: 10.2 eV


The following is a DFT calculation (wB97M-V/def2-TZVPD) of one molecule with the formula C5H3NO.

Geometry as XYZ:
```
10
Properties=species:S:1:pos:R:3:lowdin_charge:R:1
C 2.445 -0.648 -0.223 0.13
C 1.287 -0.320 -0.155 -0.12
C -0.069 0.124 -0.063 -0.22
C -1.095 -0.725 0.013 -0.07
N -2.063 -1.448 -0.007 0.22
C -0.430 1.560 -0.049 -0.24
O -1.565 1.966 0.059 0.04
H 3.470 -0.942 -0.291 0.03
H -2.413 -1.809 0.877 0.10
H 0.435 2.241 -0.160 0.13
```

SMILES: C#CC(=C=N)C=O
largest force on an atom: 0.8 eV/Å
total charge: 0
HOMO: -9.121 eV
electronic energy: -322.206793 Ha
LUMO level: 0.2937 eV
orbital gap: 9.4 eV


The following is a DFT calculation (wB97M-V/def2-TZVPD) of one molecule with the formula C5H3NO2 at a distorted geometry.

Geometry as XYZ:
```
11
Properties=species:S:1:pos:R:3:lowdin_charge:R:1
C 0.155 -0.715 1.938 -0.04
N -0.385 0.446 1.725 0.16
C -0.377 0.554 0.272 -0.24
O -0.305 1.594 -0.686 0.02
C 0.099 0.770 -1.851 -0.07
C 0.243 -0.560 -1.624 0.00
C -0.009 -0.574 -0.279 -0.38
O 0.302 -1.536 0.622 0.05
H 0.552 -1.087 2.878 0.12
H 0.477 1.579 -2.677 0.18
H 1.024 -0.916 -2.504 0.19
```

SMILES: c1nc2occc2o1
largest force on an atom: 6.3 eV/Å
total charge: 0
HOMO: -8.750 eV
electronic energy: -397.418086 Ha
LUMO level: 0.8781 eV
orbital gap: 9.6 eV


The following is a DFT calculation (wB97M-V/def2-TZVPD) of C5H3NO2S2 as an isolated structure at a distorted geometry.

Geometry as XYZ:
```
13
Properties=species:S:1:pos:R:3:lowdin_charge:R:1
C 1.071 -1.734 -1.158 -0.08
C 0.826 -2.947 -0.905 -0.32
C 0.693 -0.508 -0.610 -0.31
C -0.295 -0.900 0.284 -0.45
C -0.890 0.208 1.100 -0.22
N -0.279 1.447 0.629 -0.10
O 0.012 1.505 -2.159 -0.29
O 1.965 1.721 -0.738 -0.29
S -0.308 -2.688 0.400 1.01
S 0.633 1.216 -0.879 0.71
H -1.910 0.265 1.184 0.09
H -0.637 0.173 2.192 0.14
H -0.883 2.242 0.659 0.10
```

largest force on an atom: 2.9 eV/Å
total charge: 0
HOMO (spin up / spin down): -9.966 / -9.966 eV
electronic energy: -1193.720334 Ha
LUMO level (spin up / spin down): -1.7087 / -1.7082 eV
orbital gap (spin up / spin down): 8.3 / 8.3 eV


The following is a DFT calculation (wB97M-V/def2-TZVPD) of one molecule with the formula C5H3NO3 at a distorted geometry.

Geometry as XYZ:
```
12
Properties=species:S:1:pos:R:3:lowdin_charge:R:1
O 1.604 2.082 0.068 0.14
C 0.770 1.234 -0.018 -0.34
C 1.013 -0.072 -0.745 0.03
C 0.328 -1.224 -0.613 0.03
C -0.785 -1.447 0.341 -0.46
O -1.567 -2.352 0.270 0.17
O -0.641 -0.595 1.431 -0.05
N -1.370 0.624 1.150 0.13
C -0.633 1.453 0.553 -0.03
H 1.827 -0.027 -1.468 0.12
H 0.578 -2.063 -1.239 0.12
H -1.125 2.387 0.271 0.14
```

SMILES: O=c1ccc(=O)onc1
largest force on an atom: 1.7 eV/Å
total charge: 0
HOMO: -10.634 eV
electronic energy: -472.700828 Ha
LUMO level: -1.4848 eV
orbital gap: 9.1 eV


The following is a DFT calculation (wB97M-V/def2-TZVPD) of one molecule with the formula C5H3NO4 at a distorted geometry.

Geometry as XYZ:
```
13
Properties=species:S:1:pos:R:3:lowdin_charge:R:1
C 1.235 -0.026 0.187 -0.02
C 2.061 1.163 -0.035 -0.26
C 3.535 0.691 0.162 -0.33
C 2.053 -1.166 0.042 -0.33
C -0.198 0.114 0.691 0.03
N 3.481 -0.645 -0.116 -0.07
O 1.736 2.242 -0.492 0.15
O 4.414 1.356 0.597 0.21
O 1.882 -2.334 0.040 0.18
O 4.439 -1.346 -0.480 0.15
H -0.252 -0.309 1.616 0.06
H -1.014 -0.382 0.110 0.12
H -0.199 1.232 0.591 0.10
```

largest force on an atom: 4.6 eV/Å
total charge: 0
HOMO (spin up / spin down): -10.224 / -10.411 eV
electronic energy: -547.900942 Ha
LUMO level (spin up / spin down): -3.2181 / -2.0872 eV
orbital gap (spin up / spin down): 7.0 / 8.3 eV


The following is a DFT calculation (wB97M-V/def2-TZVPD) of one molecule with the formula C5H4 at a distorted geometry.

Geometry as XYZ:
```
9
Properties=species:S:1:pos:R:3:lowdin_charge:R:1
C 1.906 -1.246 -1.015 0.22
C 0.258 0.175 -0.024 -0.26
C -1.256 0.183 0.107 -0.11
C 1.410 -0.053 -0.852 -0.24
C -0.218 -0.232 1.120 0.01
H -1.648 1.199 0.287 0.08
H -1.939 -0.481 -0.491 0.10
H 1.708 0.843 -1.348 0.10
H -0.221 -0.388 2.215 0.12
```

largest force on an atom: 3.0 eV/Å
total charge: 0
HOMO: -9.368 eV
electronic energy: -192.664299 Ha
LUMO level: -0.6392 eV
orbital gap: 8.7 eV


The following is a DFT calculation (wB97M-V/def2-TZVPD) of one molecule with the formula C5H4 at a distorted geometry.

Geometry as XYZ:
```
9
Properties=species:S:1:pos:R:3:lowdin_charge:R:1
C 2.097 -0.786 0.080 0.12
C 1.093 -0.126 -0.008 -0.16
C -0.116 0.677 -0.115 -0.26
C -1.221 -0.153 -1.012 -0.08
C -1.918 -0.326 -0.006 0.09
H 2.985 -1.374 0.142 0.03
H -0.346 1.117 0.880 0.12
H -0.026 1.519 -0.782 0.10
H -2.547 -0.549 0.821 0.06
```

SMILES: C#CCC#C
largest force on an atom: 1.1 eV/Å
total charge: 0
HOMO: -9.842 eV
electronic energy: -192.689002 Ha
LUMO level: 0.4622 eV
orbital gap: 10.3 eV


The following is a DFT calculation (wB97M-V/def2-TZVPD) of one molecule with the formula C5H4.

Geometry as XYZ:
```
9
Properties=species:S:1:pos:R:3:lowdin_charge:R:1
C 0.685 -1.275 0.403 -0.08
C 0.376 0.183 0.160 -0.13
C -0.645 0.825 -0.325 -0.04
C -1.517 1.671 -0.780 -0.23
C -2.301 2.581 -1.224 0.10
H 0.985 -1.456 1.442 0.08
H 1.511 -1.614 -0.234 0.08
H -0.178 -1.911 0.191 0.08
H 1.084 0.994 0.367 0.14
```

largest force on an atom: 0.7 eV/Å
total charge: 0
HOMO: -9.269 eV
electronic energy: -192.714845 Ha
LUMO level: -1.3093 eV
orbital gap: 8.0 eV


The following is a DFT calculation (wB97M-V/def2-TZVPD) of C5H4 as an isolated structure at a distorted geometry.

Geometry as XYZ:
```
9
Properties=species:S:1:pos:R:3:lowdin_charge:R:1
C 0.734 0.715 -0.197 -0.11
C -0.724 0.664 -0.215 -0.14
C 0.750 -0.733 -0.052 -0.15
C -0.733 -0.712 -0.060 -0.17
C 0.019 0.041 1.200 0.10
H 1.346 1.566 -0.339 0.12
H -1.363 1.436 -0.247 0.09
H 1.468 -1.613 0.007 0.15
H -1.498 -1.365 -0.098 0.10
```

largest force on an atom: 3.6 eV/Å
total charge: 0
HOMO: -9.437 eV
electronic energy: -192.707264 Ha
LUMO level: 1.1905 eV
orbital gap: 10.6 eV


The following is a DFT calculation (wB97M-V/def2-TZVPD) of C5H4 as an isolated structure at a distorted geometry.

Geometry as XYZ:
```
9
Properties=species:S:1:pos:R:3:lowdin_charge:R:1
C 0.987 0.208 -0.233 -0.26
C -0.186 1.020 -0.200 -0.14
C 0.213 -1.007 -0.159 -0.17
C -0.935 -0.175 -0.067 -0.17
C 0.225 0.035 1.090 0.02
H 2.073 0.314 -0.536 0.17
H -0.222 2.049 0.128 0.13
H 0.731 -2.029 -0.073 0.17
H -2.886 -0.416 0.051 0.24
```

largest force on an atom: 5.2 eV/Å
total charge: 0
HOMO (spin up / spin down): -9.404 / -9.404 eV
electronic energy: -192.563647 Ha
LUMO level (spin up / spin down): -0.8172 / -0.8178 eV
orbital gap (spin up / spin down): 8.6 / 8.6 eV


The following is a DFT calculation (wB97M-V/def2-TZVPD) of a 14-piece molecular cluster, C5H40N2O14 overall at a distorted geometry.

Geometry as XYZ:
```
61
Properties=species:S:1:pos:R:3:lowdin_charge:R:1
C 0.259 0.339 0.569 -0.22
N 0.231 1.083 -0.733 -0.05
C -0.663 2.309 -0.636 -0.23
C -2.159 2.074 -0.547 -0.15
C -2.649 2.512 0.883 -0.22
O -2.915 1.363 1.686 -0.09
C -0.852 -0.659 0.682 -0.22
N -0.465 -1.775 1.637 0.01
H 0.369 1.141 1.335 0.10
H 1.252 -0.148 0.615 0.09
H -0.235 0.548 -1.468 0.07
H -0.333 2.912 0.220 0.08
H -0.487 2.931 -1.572 0.12
H -2.794 2.533 -1.270 0.09
H -2.523 1.046 -0.852 0.12
H -3.631 2.976 0.820 0.10
H -2.025 3.222 1.445 0.11
H -2.529 1.431 2.546 0.07
H -0.954 -1.051 -0.322 0.09
H -1.898 -0.382 0.942 0.10
H -0.161 -1.461 2.535 0.07
H 0.401 -2.177 1.274 0.02
H -0.538 -4.528 -1.488 0.04
H -2.065 -4.129 -1.771 0.07
O -1.173 -4.217 -2.187 -0.08
H 1.831 3.609 -0.637 -0.01
H 1.832 4.220 0.845 0.04
O 1.610 4.369 -0.099 -0.05
H 3.708 2.085 -2.188 0.06
H 3.457 3.169 -1.225 0.03
O 4.041 2.376 -1.310 -0.07
H -1.274 0.157 -3.570 0.03
H -1.020 1.359 -4.523 0.03
O -0.957 0.408 -4.494 -0.08
H -2.248 -3.925 2.171 0.05
H -2.377 -2.430 1.783 -0.04
O -2.905 -3.201 2.002 -0.11
H -4.314 -1.215 -0.297 0.06
H -3.539 -2.606 -0.675 0.00
O -4.096 -2.148 -0.060 -0.06
H 2.753 1.741 2.621 0.04
H 2.288 1.917 1.192 0.01
O 2.374 2.379 2.025 -0.05
H 3.415 -1.694 1.261 0.04
H 3.226 -2.671 0.322 0.01
O 2.703 -2.369 1.057 -0.06
H 2.190 -1.556 -2.016 0.05
H 3.365 -1.793 -2.585 0.06
O 3.034 -1.884 -1.670 -0.06
H -1.616 -2.617 -2.741 0.02
H -1.787 -1.456 -3.776 0.01
O -1.782 -1.626 -2.837 -0.09
H 4.042 -0.374 1.787 0.02
H 4.372 1.002 1.165 0.02
O 4.581 0.443 1.917 -0.04
H -0.276 2.615 3.529 0.05
H 0.974 3.471 3.112 0.00
O 0.076 3.279 2.919 -0.05
H 0.090 -3.583 0.266 0.05
H 0.818 -4.771 -0.009 0.06
O -0.054 -4.577 0.394 -0.07
```

largest force on an atom: 3.3 eV/Å
total charge: 0
HOMO: -9.064 eV
electronic energy: -1377.224685 Ha
LUMO level: -0.3241 eV
orbital gap: 8.7 eV